The following is a DFT calculation (ωB97M-V/def2-TZVPD) of an isolated ion of composition C4H3N2 and charge +1 in a non-equilibrium geometry.

Values from the calculation:
SMILES: C=[N+]=C=CC#N
Calculated total energy in Ha: -263.2460
HOMO (alpha / beta) in eV: -15.32 / -15.25

```
! wB97M-V def2-TZVPD RIJCOSX def2/J DEFGRID3
* xyz 1 1
C 3.677 0.019 0.002
C 2.642 -0.863 -0.017
C 1.017 -0.173 0.262
C -1.228 0.743 0.027
N 4.576 0.743 -0.035
N -0.061 0.276 0.103
H 2.621 -1.934 -0.012
H -2.074 0.070 -0.054
H -1.385 1.815 0.038
*
```

Here are the natural (NBO) charges for atoms 1 to 4, given in e: 0.098, -0.072, 0.546, 0.025

The following is a DFT calculation (ωB97M-V/def2-TZVPD) of an isolated ion of composition C8H8O2P and charge -1 in a non-equilibrium geometry.

Values from the calculation:
SMILES: C=C(c1ccccc1)[P@@H](=O)[O-]
Calculated total energy in Ha: -801.5347
HOMO in eV: -4.67

```
! wB97M-V def2-TZVPD RIJCOSX def2/J DEFGRID3
* xyz -1 1
C 2.705 -1.086 0.421
C 2.429 0.137 1.123
C 1.681 -1.668 -0.328
C 1.156 0.710 0.881
C 0.446 -1.082 -0.485
C 0.181 0.150 0.065
C -1.500 2.073 -0.656
C -1.121 0.907 -0.175
O -2.775 -0.856 -1.570
O -2.641 -1.162 0.971
P -2.621 -0.224 -0.215
H 3.504 -1.750 0.456
H 3.197 0.595 1.797
H 1.722 -2.690 -0.843
H 0.759 1.625 1.365
H -0.305 -1.554 -0.957
H -2.509 2.268 -0.883
H -0.795 2.870 -0.773
H -3.512 0.738 -0.195
*
```

Here are the natural (NBO) charges for atoms 1 to 4, given in e: -0.250, -0.229, -0.211, -0.213

The following is a DFT calculation (ωB97M-V/def2-TZVPD) of a 10-piece molecular cluster, H20O10 overall in a non-equilibrium geometry.

Values from the calculation:
SMILES: O.O.O.O.O.O.O.O.O.O
Calculated total energy in Ha: -764.4154
HOMO in eV: -10.98

```
! wB97M-V def2-TZVPD RIJCOSX def2/J DEFGRID3
* xyz 0 1
O -2.035 2.358 -1.544
H -1.915 2.094 -0.667
H -2.776 2.098 -2.068
O 1.205 -1.224 2.487
H 0.291 -1.139 2.674
H 1.576 -0.369 2.791
O -0.986 1.349 0.802
H 0.003 1.148 0.620
H -1.194 0.920 1.651
O 1.383 0.742 -0.078
H 1.280 1.354 -0.834
H 1.216 -0.201 -0.254
O 0.480 -1.740 -2.742
H 0.906 -0.878 -2.885
H 1.235 -2.301 -2.724
O 1.555 -1.887 -0.015
H 0.610 -2.147 -0.182
H 1.439 -1.785 0.959
O -1.505 -1.379 -0.572
H -1.204 -1.643 -1.422
H -1.467 -0.371 -0.478
O 0.328 1.276 -2.510
H 0.112 1.393 -3.459
H -0.585 1.574 -2.324
O -1.659 -1.481 2.189
H -2.196 -2.217 2.513
H -1.787 -1.448 1.230
O 2.107 1.764 2.513
H 1.703 2.583 2.713
H 1.880 1.555 1.614
*
```

Here are the natural (NBO) charges for atoms 1 to 4, given in e: -0.991, 0.519, 0.491, -0.968